C10H24AsO5P2S6TeV | ωB97M-V/def2-TZVPD

Cartesian coordinates (Å):
Te (-0.8311, 4.6018, -1.4534)
As (1.9307, -1.3144, 1.8642)
V (-0.7292, -0.0844, 0.6366)
S (3.5642, 0.0070, 1.7966)
S (-2.6115, -1.2020, -0.4466)
S (2.1476, -3.2502, 2.6569)
S (-5.7268, -0.8223, 0.8938)
S (0.9538, -1.4113, -0.1636)
S (0.1169, -0.3020, 2.7486)
P (-3.8523, -1.2612, 1.1525)
P (-0.3279, 2.4543, -0.6333)
O (1.1961, 2.2643, -0.2153)
O (-3.7732, -2.7082, 1.8373)
O (-0.5958, 1.2833, -1.7113)
O (-1.0722, 1.8882, 0.5728)
O (-3.0773, -0.2328, 2.1292)
C (-2.2898, 1.2525, -3.4243)
C (-3.0728, -4.9629, 1.6952)
C (2.3061, 2.2671, -1.1162)
C (-0.8192, 1.4089, -3.1130)
C (-3.6754, 0.4633, 3.2360)
C (-2.5872, -3.5445, 1.9108)
C (-3.4022, -0.3000, 4.5184)
C (-1.8920, -3.3651, 3.2367)
C (-3.0695, 1.8544, 3.2417)
C (3.3793, 3.1709, -0.5572)
H (-3.5313, -5.0678, 0.7120)
H (-3.8104, -5.2262, 2.4553)
H (-3.8964, -1.2717, 4.5051)
H (-2.2328, -5.6541, 1.7708)
H (-3.4956, 2.4503, 4.0514)
H (-4.7502, 0.5157, 3.0382)
H (3.5846, 2.8725, 0.4705)
H (-2.3281, -0.4524, 4.6363)
H (-2.8468, 2.0983, -3.0212)
H (3.0531, 4.2115, -0.5810)
H (-2.5245, -3.7149, 4.0578)
H (-1.9881, 1.7930, 3.3794)
H (-3.7713, 0.2700, 5.3742)
H (-1.6228, -2.3244, 3.4000)
H (-0.9523, -3.9206, 3.2387)
H (-3.2629, 2.3526, 2.2925)
H (-2.6827, 0.3365, -2.9844)
H (-2.4364, 1.2208, -4.5066)
H (-0.2125, 0.6312, -3.5829)
H (-1.9209, -3.2493, 1.0946)
H (1.9653, 2.6022, -2.1034)
H (-0.4547, 2.3897, -3.4344)
H (2.6482, 1.2313, -1.1713)
H (4.2996, 3.0686, -1.1348)

The LUMO energy (spin up / spin down) comes out at 3.816 / 3.817 eV. The max |F| is 0.0116 hartree/bohr. The spin multiplicity is 3. For the energy relative to the best compared isomer or geometry (same formula, charge and spin), the calculation gives 0.0 kcal/mol. As for the charge: -2.

C34H29NO4P2RhS3 | ωB97M-V/def2-TZVPD

Cartesian coordinates (Å):
Rh (0.1783, 1.0049, -0.7020)
S (1.6092, 2.6376, -2.8111)
S (1.2030, -1.1558, -1.1315)
S (1.0885, 2.0362, 1.1460)
P (-0.3530, 0.9083, 1.9955)
P (-0.0742, -1.5813, 0.3737)
O (-1.5228, 1.9373, -0.5547)
O (1.7905, 4.0739, -2.8626)
O (-2.8324, 3.6293, -1.1433)
O (2.4560, 1.8946, -1.8982)
N (0.1232, 2.1731, -2.5612)
C (-0.7671, -0.3028, 4.4479)
C (-3.7752, 3.6876, 3.3263)
C (0.1935, 0.2960, 3.6290)
C (2.7926, -3.0365, 2.9094)
C (1.5151, 0.3351, 4.0508)
C (3.0099, 0.5637, -8.3410)
C (-2.4578, 3.9871, 3.6617)
C (-0.8947, 3.2361, -2.4653)
C (0.6724, -3.8684, 3.6799)
C (2.0499, -3.7580, 3.8331)
C (-4.0568, 2.5534, 2.5819)
C (-0.9118, -0.2129, 0.8896)
C (0.0464, -3.2589, 2.6024)
C (-1.7158, 2.0025, 2.5088)
C (0.7882, -2.5395, 1.6644)
C (-1.4351, 3.1481, 3.2500)
C (-0.9052, -4.1089, -0.4905)
C (3.3652, 0.6303, -5.8461)
C (2.6865, 1.0870, -6.9653)
C (3.0515, 1.0959, -4.5702)
C (-1.2757, -2.7821, -0.2817)
C (-1.8275, 2.9673, -1.3249)
C (-3.4278, -3.2512, -1.2523)
C (-0.4144, -0.8412, 5.6737)
C (1.3530, 2.5031, -5.5292)
C (1.6741, 2.0340, -6.7873)
C (-1.7934, -5.0048, -1.0660)
C (-3.0594, -4.5750, -1.4473)
C (-2.5406, -2.3536, -0.6688)
C (1.8714, -0.2010, 5.2865)
C (2.1637, -2.4241, 1.8307)
C (0.9111, -0.7874, 6.0964)
C (2.0471, 2.0317, -4.4155)
C (-3.0289, 1.7110, 2.1715)
H (0.5644, 3.2366, -5.4032)
H (2.5419, -4.2305, 4.6756)
H (-1.4962, -6.0346, -1.2212)
H (-1.0299, -3.3372, 2.4908)
H (2.2660, 0.7780, 3.4052)
H (1.1297, 2.4045, -7.6506)
H (2.1841, -0.0262, -8.7469)
H (0.0856, -4.4221, 4.4032)
H (0.0855, -4.4429, -0.2037)
H (3.5715, 0.7334, -3.6933)
H (-1.1707, -1.3006, 6.2989)
H (-2.8136, -1.3165, -0.5064)
H (-4.5766, 4.3519, 3.6294)
H (-5.0772, 2.3338, 2.2922)
H (-3.7552, -5.2733, -1.8969)
H (1.1909, -1.2060, 7.0562)
H (-1.8013, -0.3397, 4.1204)
H (2.7337, -1.8507, 1.1086)
H (-3.2271, 0.8458, 1.5505)
H (3.8649, -2.9382, 3.0304)
H (3.1983, 1.3812, -9.0409)
H (-0.4496, 4.2178, -2.3069)
H (2.9061, -0.1662, 5.6074)
H (-2.2294, 4.8814, 4.2290)
H (4.1531, -0.1066, -5.9640)
H (-4.4099, -2.9105, -1.5560)
H (3.8944, -0.0742, -8.3193)
H (-0.4066, 3.3946, 3.4926)
H (-1.4977, 3.2954, -3.3745)

The LUMO energy comes out at 2.197 eV. The max |F| is 0.0494 hartree/bohr. The spin multiplicity is 1. For the energy relative to the best compared isomer or geometry (same formula, charge and spin), the calculation gives 34.8 kcal/mol. As for the charge: -1.

C2H6NO2 | ωB97M-V/def2-TZVPD

Cartesian coordinates (Å):
O (1.5735, 0.1193, 2.8498)
O (-0.6744, 0.5060, -1.7312)
N (0.2960, 0.8416, 0.9358)
C (-1.0703, -0.8983, -1.2230)
C (1.4135, 0.4847, 1.6686)
H (2.2173, 0.5032, 0.9378)
H (-0.4684, -1.5717, -0.5515)
H (-0.0751, 1.7884, 1.2046)
H (-1.1033, -1.5727, -2.2701)
H (-0.0637, 0.8067, -1.0530)
H (-2.0451, -1.0073, -0.7678)

The LUMO energy comes out at 4.238 eV. The max |F| is 0.0806 hartree/bohr. The spin multiplicity is 1. For the energy relative to the best compared isomer or geometry (same formula, charge and spin), the calculation gives 73.8 kcal/mol. As for the charge: -1.

C2H12O5 | ωB97M-V/def2-TZVPD

Cartesian coordinates (Å):
O (-0.0696, -0.4260, -2.0184)
O (0.9647, -2.3357, 0.4183)
O (-1.8964, -0.4392, 0.1433)
O (2.4467, -0.0994, -0.8004)
O (1.0167, 0.9525, 2.0620)
C (-1.6708, 0.8337, 0.6586)
C (-1.7591, 1.9192, -0.0889)
H (1.7032, -1.8027, 0.0706)
H (0.8653, 0.0047, 2.1080)
H (-1.3897, 0.8386, 1.7006)
H (-0.6894, -0.3489, -1.2577)
H (1.6385, -0.1250, -1.3681)
H (-2.1257, -0.9923, 0.8693)
H (3.0484, 0.4119, -1.3629)
H (1.5953, 1.0084, 1.2730)
H (-0.5352, 0.0746, -2.7049)
H (-1.5901, 2.8889, 0.3506)
H (0.4336, -2.4993, -0.3539)
H (-1.9893, 1.8662, -1.1456)

The LUMO energy comes out at 0.481 eV. The max |F| is 0.0291 hartree/bohr. The spin multiplicity is 1. For the energy relative to the best compared isomer or geometry (same formula, charge and spin), the calculation gives 11.4 kcal/mol. The structure (SMILES) is C=CO.O.O.O.O.